# 1
Entry from OMol25: the molecule C21H26N2O5S at a distorted geometry (ωB97M-V/def2-TZVPD).

Geometry (Å):
C -0.736 1.438 -2.825
C -1.898 1.011 -1.982
C -2.689 -0.069 -2.341
C -3.757 -0.484 -1.555
C -4.600 -1.652 -1.980
C -4.027 0.204 -0.373
O -5.048 -0.220 0.483
C -4.713 -1.278 1.371
C -3.253 -1.164 1.815
O -2.910 -0.607 2.829
N -2.389 -1.706 0.899
C -1.098 -1.273 0.601
C -0.438 -0.307 1.359
C 0.763 0.208 0.911
C 1.318 -0.264 -0.263
S 2.784 0.529 -0.897
O 2.505 1.924 -1.079
O 3.278 -0.212 -2.025
N 3.823 0.393 0.423
C 4.929 1.333 0.394
C 5.691 1.211 1.713
O 6.152 -0.106 1.910
C 5.086 -1.024 1.914
C 4.293 -0.964 0.606
C 0.706 -1.267 -0.991
C -0.504 -1.771 -0.560
C -3.290 1.341 -0.025
C -3.650 2.129 1.197
C -2.230 1.718 -0.834
H -0.434 0.644 -3.504
H 0.118 1.711 -2.207
H -1.009 2.310 -3.419
H -2.474 -0.608 -3.253
H -4.787 -1.604 -3.051
H -4.103 -2.604 -1.778
H -5.555 -1.639 -1.460
H -5.373 -1.162 2.233
H -4.894 -2.256 0.899
H -2.811 -2.245 0.154
H -0.888 0.057 2.268
H 1.273 0.988 1.451
H 4.508 2.330 0.264
H 5.605 1.112 -0.445
H 6.578 1.846 1.708
H 5.030 1.503 2.543
H 5.533 -2.011 2.050
H 4.408 -0.807 2.753
H 3.423 -1.621 0.652
H 4.930 -1.270 -0.237
H 1.178 -1.614 -1.896
H -1.010 -2.530 -1.138
H -3.330 1.609 2.099
H -4.730 2.252 1.254
H -3.175 3.105 1.174
H -1.642 2.582 -0.561

Summary:
E_tot: -46251.6382 eV
lowest unoccupied orbital energy: 0.4 eV
Kohn-Sham gap: 8.94 eV
ΔE to the lowest compared entry with this formula, charge and spin: 281.5 kJ/mol
structure (SMILES): Cc1cc(C)c(OCC(=O)Nc2ccc(S(=O)(=O)N3CCOCC3)cc2)c(C)c1
charge: 0
HOMO level: -8.515 eV

# 2
Entry from OMol25: a cluster of 2 separate species, C21H26N4O7PS in total at a distorted geometry (ωB97M-V/def2-TZVPD).

Geometry (Å):
C -0.698 0.927 3.410
C 0.486 0.788 2.243
S 1.354 2.424 1.973
C 1.670 2.781 0.161
C 0.771 1.863 -0.883
C -0.880 2.102 -0.786
C -1.608 3.169 0.225
O -2.549 2.798 1.133
O -1.234 4.615 0.084
O -1.468 5.014 -1.143
C -0.196 5.499 -1.775
N 0.971 5.385 -2.376
C -1.801 1.200 -1.798
C -3.435 1.322 -1.832
C -4.041 1.377 -3.383
O -5.344 1.076 -3.520
O -3.260 1.742 -4.577
C -1.053 0.175 -2.835
N 0.483 0.032 -2.876
N 0.971 -0.843 -3.838
C 1.437 0.790 -1.980
P 3.344 0.690 -1.989
C 3.928 1.906 -3.395
C 4.004 -1.036 -2.468
C 5.579 -0.797 -2.977
H -0.320 0.544 4.469
H -1.062 2.029 3.557
H -1.656 0.278 3.165
H -0.045 0.336 1.304
H 1.291 0.050 2.724
H 2.819 2.778 -0.066
H 1.309 3.904 -0.023
H -3.792 2.341 -1.322
H -3.997 0.453 -1.241
H -2.902 0.909 -5.048
H -1.696 -0.456 -3.586
H 1.281 -1.702 -3.294
H 0.198 -1.216 -4.459
H 3.202 2.826 -3.321
H 5.003 2.279 -3.031
H 3.968 1.398 -4.448
H 4.082 -1.694 -1.504
H 3.466 -1.551 -3.371
H 6.228 -1.770 -2.925
H 6.064 0.136 -2.435
H 5.467 -0.465 -4.119
C -2.995 -4.782 5.937
C -1.615 -4.986 5.980
C -0.795 -4.442 4.990
C -1.370 -3.688 3.958
C -2.756 -3.487 3.908
C -3.566 -4.039 4.903
N -0.512 -3.092 2.927
O 0.708 -3.308 2.996
O -1.054 -2.404 2.051
H -3.629 -5.204 6.715
H -1.177 -5.568 6.789
H 0.279 -4.611 5.038
H -3.216 -2.908 3.110
H -4.643 -3.887 4.874

Summary:
E_tot: -62585.8011 eV
lowest unoccupied orbital energy: -5.4 eV
Kohn-Sham gap: 6.00 eV
charge: +1
HOMO level: -11.365 eV

# 3
Entry from OMol25: the ion C21H26N5OS2 with charge +1 at a distorted geometry (ωB97M-V/def2-TZVPD).

Geometry (Å):
C -3.598 -4.388 -1.194
C -2.252 -3.781 -0.548
C -0.917 -4.197 -1.361
O 0.210 -3.799 -0.531
C 1.431 -3.692 -1.305
C 2.398 -2.699 -0.508
N 3.828 -2.491 -0.600
N 4.173 -1.544 0.330
N 3.016 -1.228 0.945
C 2.785 -0.237 2.058
C 3.854 0.957 2.058
C 3.140 2.213 2.798
S 2.520 3.522 1.642
C 1.398 2.772 0.368
S 2.074 1.786 -0.837
N -0.061 3.019 0.332
C -0.524 3.269 -1.050
C -0.107 4.639 -1.688
C -0.516 4.977 -3.149
C -1.345 3.996 -4.062
C -1.747 2.645 -3.417
C -1.338 2.301 -1.937
C -0.829 1.963 1.020
C -0.687 0.436 0.805
C -1.555 -0.623 1.581
C -2.593 -0.154 2.660
C -2.706 1.384 2.911
C -1.865 2.437 2.101
N 1.883 -1.838 0.538
H -4.059 -3.694 -1.975
H -4.405 -4.550 -0.383
H -3.399 -5.409 -1.664
H -2.365 -2.645 -0.539
H -2.160 -4.177 0.519
H -0.922 -5.349 -1.485
H -0.935 -3.696 -2.397
H 1.882 -4.734 -1.426
H 1.176 -3.184 -2.300
H 1.758 0.251 1.832
H 2.650 -0.746 3.084
H 4.796 0.705 2.662
H 4.141 1.327 1.014
H 3.956 2.683 3.470
H 2.322 1.861 3.539
H 0.530 5.418 -1.125
H -0.212 5.970 -3.650
H -1.635 4.258 -5.145
H -2.322 1.906 -4.074
H -1.651 1.279 -1.552
H 0.060 0.064 0.026
H -1.468 -1.744 1.396
H -3.216 -0.928 3.245
H -3.458 1.718 3.718
H -2.040 3.529 2.374
H 0.907 -1.758 0.876

Summary:
E_tot: -53347.0316 eV
lowest unoccupied orbital energy: -4.2 eV
Kohn-Sham gap: 6.41 eV
structure (SMILES): CCCOCC1=[N+]=NN(CCCSC(=S)N(c2ccccc2)c2ccccc2)N1
charge: +1
HOMO level: -10.644 eV

Q: charge of number 2 (C21H26N4O7PS)?
A: +1

Q: The lowest E_tot belongs to which entry?
A: C21H26N4O7PS

Q: The lowest Kohn-Sham gap belongs to which entry?
A: C21H26N4O7PS